No. 1
{
  "formula": "C30H35Br2N5O3STc",
  "method": "ωB97M-V with the def2-TZVPD basis set",
  "species": ["Tc", "C", "C", "N", "C", "C", "C", "S", "N", "C", "O", "C", "C", "C", "C", "C", "C", "H", "H", "H", "H", "H", "H", "H", "H", "H", "H", "H", "H", "H", "H", "H", "Br", "C", "C", "C", "Br", "C", "C", "C", "C", "N", "C", "C", "O", "H", "H", "H", "H", "C", "O", "C", "C", "H", "H", "H", "H", "H", "H", "N", "C", "N", "C", "C", "C", "C", "C", "H", "H", "H", "H", "H", "H", "H", "H", "H", "H"],
  "coordinates": [[0.17611, 0.66897, 0.14858], [3.81368, -0.90111, 5.01068], [3.10961, 0.44591, 5.10319], [2.97254, 1.12783, 3.81200], [3.92496, 2.19227, 3.51020], [5.17791, 1.70197, 2.79653], [2.03900, 0.72545, 2.92408], [1.98459, 1.54378, 1.41482], [1.26733, -0.27988, 3.37978], [0.24998, -0.84929, 2.76853], [-0.26163, -0.59581, 1.63701], [-0.42858, -1.94787, 3.52783], [-1.48309, -2.64097, 2.94019], [-2.11676, -3.66290, 3.62907], [-1.70138, -4.00082, 4.90963], [-0.64892, -3.31378, 5.49936], [-0.01492, -2.29151, 4.81190], [3.85901, -1.36434, 5.99796], [4.83355, -0.79328, 4.64172], [3.27012, -1.56679, 4.34231], [3.67278, 1.11986, 5.74906], [2.11969, 0.32197, 5.53754], [4.18816, 2.66371, 4.45778], [3.41981, 2.94281, 2.90448], [5.72956, 0.98874, 3.40921], [5.83732, 2.54403, 2.58157], [4.91637, 1.22215, 1.85388], [-1.79391, -2.37345, 1.93972], [-2.93386, -4.19949, 3.16450], [-2.19606, -4.79987, 5.44700], [-0.32166, -3.57564, 6.49735], [0.80599, -1.74784, 5.25760], [2.62408, -3.05003, -2.66821], [0.79268, -2.59315, -2.62316], [-0.09890, -3.28035, -3.45150], [-1.43406, -2.97526, -3.47240], [-2.59171, -3.92281, -4.63715], [-1.93357, -1.94080, -2.64832], [-3.28398, -1.51617, -2.59956], [-3.65234, -0.48275, -1.78715], [-2.67392, 0.15954, -1.00576], [-1.41532, -0.21996, -1.02614], [-1.01863, -1.25448, -1.82348], [0.38976, -1.56469, -1.76804], [1.16660, -0.89989, -0.99658], [0.28634, -4.06536, -4.08823], [-4.01308, -2.02560, -3.21569], [-4.67761, -0.14402, -1.73512], [-2.89508, 0.99397, -0.34861], [-1.54831, 4.56187, 0.49800], [-1.14114, 3.32050, -0.03697], [-1.14375, 2.19931, 0.77800], [-1.35915, 2.43568, 2.23896], [-2.61458, 4.57107, 0.74992], [-1.37074, 5.31292, -0.27060], [-0.98085, 4.83564, 1.39029], [-2.25074, 3.03623, 2.45037], [-0.51975, 2.92759, 2.75803], [-1.49972, 1.47223, 2.73214], [0.64986, 1.78169, -1.58320], [0.60461, 1.88790, -2.73244], [0.57975, 1.98553, -4.03324], [1.20261, 0.92200, -4.83850], [0.14504, -0.07745, -5.31340], [-1.20995, 0.61865, -5.52875], [-1.01690, 2.09093, -5.88469], [-0.42138, 2.84136, -4.69343], [1.97050, 0.44250, -4.23349], [1.70171, 1.40678, -5.67905], [0.04140, -0.87759, -4.58110], [0.49348, -0.54133, -6.23849], [-1.80825, 0.55238, -4.61417], [-1.77641, 0.10695, -6.30658], [-1.96349, 2.56174, -6.15200], [-0.36504, 2.18211, -6.75728], [-1.20041, 3.05930, -3.96157], [0.03826, 3.78499, -4.99511]],
  "forces_ev_per_angstrom": [[0.6, 0.2, -0.3], [0.0, 0.0, 0.0], [0.0, 0.0, 0.0], [0.0, 0.0, -0.1], [0.0, 0.0, 0.0], [0.0, 0.0, 0.0], [0.0, -0.2, 0.2], [-0.2, 0.1, -0.3], [0.1, 0.1, 0.0], [-0.1, 0.1, -0.1], [-0.3, -0.4, 0.3], [0.1, 0.0, 0.0], [0.0, 0.0, 0.0], [0.0, 0.0, 0.0], [0.0, 0.0, 0.0], [0.0, 0.0, 0.0], [0.0, 0.0, 0.0], [0.0, 0.0, 0.0], [0.0, 0.0, 0.0], [0.0, 0.0, 0.0], [0.0, 0.0, 0.0], [0.0, 0.0, 0.0], [0.0, 0.0, 0.0], [0.0, 0.0, 0.0], [0.0, 0.0, 0.0], [0.0, 0.0, 0.0], [0.0, 0.0, 0.0], [0.0, 0.0, 0.0], [0.0, 0.0, 0.0], [0.0, 0.0, 0.0], [0.0, 0.0, 0.0], [0.0, 0.0, 0.0], [0.0, 0.0, 0.0], [0.1, 0.1, 0.1], [-0.1, -0.1, 0.0], [0.1, 0.1, 0.1], [0.0, 0.0, 0.0], [-0.1, 0.1, 0.0], [0.0, -0.1, 0.0], [0.1, 0.0, 0.0], [0.1, -0.1, -0.1], [0.0, 0.1, 0.1], [0.0, 0.1, 0.0], [-0.1, -0.1, -0.1], [-0.1, 0.1, 0.2], [0.0, 0.0, 0.0], [0.0, 0.0, 0.0], [0.0, 0.0, 0.0], [0.0, 0.0, 0.0], [-0.1, 0.2, 0.0], [0.0, 0.0, 0.0], [0.0, 0.1, 0.0], [-0.1, -0.1, 0.3], [0.0, -0.1, 0.0], [0.0, 0.0, 0.0], [0.0, 0.0, 0.0], [0.0, 0.0, 0.0], [0.0, 0.0, -0.1], [0.0, 0.0, 0.0], [0.0, 0.0, -0.2], [0.0, 0.0, 0.2], [0.1, 0.1, -0.2], [0.0, 0.0, 0.0], [0.0, 0.0, 0.0], [0.0, 0.0, 0.0], [0.0, 0.0, 0.0], [0.0, -0.1, 0.0], [0.0, 0.0, 0.0], [0.0, 0.0, 0.0], [0.0, 0.0, 0.0], [0.0, 0.0, 0.0], [0.0, 0.0, 0.0], [0.0, 0.0, 0.0], [0.0, 0.0, 0.0], [0.0, 0.0, 0.0], [0.0, 0.0, 0.0], [0.0, 0.0, 0.0]],
  "orbital_gap_ev": [5.7, 6.5],
  "multiplicity": 4,
  "charge": 0,
  "e_homo_ev": [-5.59, -6.69]
}

=====

No. 2
{
  "formula": "C18H14Cl3N4O2Zr",
  "method": "ωB97M-V with the def2-TZVPD basis set",
  "species": ["Zr", "C", "C", "C", "C", "C", "C", "N", "N", "C", "C", "C", "C", "C", "N", "H", "H", "H", "H", "H", "H", "H", "H", "H", "C", "C", "C", "N", "C", "C", "H", "H", "H", "H", "H", "Cl", "C", "Cl", "Cl", "C", "O", "O"],
  "coordinates": [[-0.22322, 0.73702, -0.80336], [-4.13752, -1.34306, -1.67907], [-3.69094, -0.64694, -0.56634], [-2.34002, -0.80282, -0.18916], [-1.53124, -1.78282, -0.85993], [-2.02264, -2.55194, -1.86528], [-3.32513, -2.27122, -2.28834], [-0.16405, -1.54920, -0.62723], [0.80926, -2.25778, -0.93505], [2.00857, -1.52084, -0.90172], [3.22014, -2.15679, -0.73969], [4.40511, -1.39401, -0.74190], [4.28104, -0.01288, -0.92323], [3.04051, 0.58164, -1.05556], [1.89281, -0.14762, -1.00258], [-5.12322, -1.17489, -2.11970], [-4.35988, 0.03205, -0.05578], [-1.95069, -0.40625, 0.74585], [-1.36595, -3.18612, -2.52411], [-3.69761, -2.91559, -3.09920], [3.22189, -3.23638, -0.58340], [5.33150, -1.97889, -0.53343], [5.11681, 0.67497, -0.94631], [2.88768, 1.61954, -1.12232], [-0.16409, -0.09997, 4.21075], [-1.10441, 0.77379, 3.67179], [-0.97037, 1.08620, 2.33467], [0.00661, 0.56113, 1.55791], [0.93445, -0.22561, 2.12766], [0.87860, -0.58421, 3.43889], [-0.19067, -0.35721, 5.21423], [-1.87824, 1.22061, 4.26020], [-1.63956, 1.76330, 1.80112], [1.74584, -0.51310, 1.48486], [1.63506, -1.25664, 3.85597], [-1.49195, 5.69807, -0.79818], [-0.11787, 4.87351, -0.87976], [-0.73946, 0.50528, -3.02057], [1.34933, 5.54334, -0.93251], [-0.16668, 3.30800, -0.98668], [0.88122, 2.64011, -1.19445], [-1.25105, 2.75422, -0.72909]],
  "forces_ev_per_angstrom": [[0.5, -1.0, -0.1], [-0.6, 0.2, -0.3], [1.0, 0.3, -0.1], [-0.3, -0.5, -0.3], [0.1, 0.7, 1.1], [0.3, -0.5, -2.0], [0.2, -1.8, -0.5], [0.5, 0.9, -0.4], [-0.8, -0.3, 0.3], [0.3, 1.2, 0.1], [0.0, -0.1, -0.2], [-0.4, -0.5, 0.4], [0.7, -0.1, 0.0], [-1.2, -2.1, 0.5], [0.4, -0.3, 0.0], [0.2, 0.0, 0.4], [0.1, 0.0, 0.2], [-0.3, 0.0, 0.1], [-0.7, 0.5, 1.1], [0.0, 0.7, 0.2], [0.1, 0.3, -0.2], [-0.5, 1.1, -0.4], [0.3, -0.3, 0.0], [0.2, 1.1, -0.2], [0.0, 0.6, -1.2], [0.6, -0.1, -0.5], [0.0, 0.0, -0.3], [-0.1, 0.7, -0.3], [0.0, 0.3, -0.6], [0.3, -0.6, 0.6], [-0.3, -0.5, 1.8], [-0.3, 0.1, 0.2], [-0.1, -0.1, 0.4], [0.2, -0.3, 0.0], [-0.3, 0.4, -0.1], [-0.3, 0.2, 0.1], [0.4, -0.8, -0.7], [0.0, 0.0, -0.2], [0.2, 0.3, 0.1], [0.2, 0.0, 0.7], [-0.2, 0.7, 0.2], [-0.4, 0.0, 0.2]],
  "orbital_gap_ev": 5.5,
  "charge": 3,
  "e_homo_ev": -18.24
}

=====

No. 3
{
  "formula": "CH6BNO",
  "method": "ωB97M-V with the def2-TZVPD basis set",
  "species": ["C", "B", "O", "H", "H", "H", "N", "H", "H", "H"],
  "coordinates": [[-1.67106, -0.49343, -0.03051], [-0.70543, 0.68897, -0.45199], [-0.10875, 1.67443, -0.91500], [-1.33442, -1.44734, -0.36833], [-2.69269, -0.25966, -0.40687], [-1.72668, -0.42299, 1.14918], [2.14173, 0.09564, 0.16792], [1.81881, -0.70209, 0.36477], [2.96485, 0.25896, -0.29042], [1.31364, 0.60750, 0.78125]],
  "forces_ev_per_angstrom": [[-0.1, 2.3, 2.3], [0.2, 1.6, -1.7], [-1.6, -2.2, 1.4], [0.2, -0.7, -0.1], [0.8, -0.2, 0.2], [0.0, -0.5, -2.3], [-4.2, 6.9, 2.7], [-1.5, -8.6, 0.9], [1.8, 1.2, -0.7], [4.3, 0.2, -2.6]],
  "orbital_gap_ev": 9.5,
  "charge": 0,
  "e_homo_ev": -9.19,
  "smiles": "CB=O.N"
}

=====

Energy relative to the best compared isomer or geometry (same formula, charge and spin) values (in kcal per mole) by entry order: 10.7, 0.0, 64.6.
F_max values (in eV/Å) by entry order: 0.70, 2.45, 8.75.
Total energy values (in hartree) by entry order: -7290.68379, -2490.51097, -196.51957.